# 1
Below is a cluster of 12 separate species, C33H86F3O14S in total, with properties calculated with ωB97M-V/def2-TZVPD.

Its HOMO energy is -7.1 eV. As for the total charge: -1.

```
137
Properties=species:S:1:pos:R:3:forces:R:3:lowdin_charge:R:1
C -0.036706 -0.351955 -0.076786 -0.3 0.6 0.6 -0.646
F 0.411324 0.621746 -0.884900 0.0 -0.1 -0.1 0.105
F -0.893004 -1.106553 -0.767350 0.2 -0.2 -0.1 0.125
F 1.007743 -1.083625 0.313594 -0.2 -0.2 -0.2 0.126
S -0.880079 0.406399 1.389665 -0.2 0.0 0.7 0.531
O -1.917886 1.232772 0.814675 0.2 -0.2 -0.1 -0.290
O -1.374108 -0.734428 2.154702 0.1 0.2 -0.6 -0.317
O 0.186082 1.122694 2.059748 0.1 0.0 -0.4 -0.294
C -3.995836 -2.103806 -0.180902 0.6 0.5 0.1 -0.057
C -4.192383 -0.670918 -0.643330 0.4 -0.3 0.2 -0.281
O -5.274846 -0.618221 -1.554601 0.0 0.2 0.3 -0.147
C -5.675861 0.706528 -1.806288 -0.2 0.5 -0.6 -0.294
C -6.735246 0.676545 -2.897239 -0.3 -0.7 0.5 -0.076
H -4.918908 -2.488535 0.246759 0.0 -0.2 -0.2 0.078
H -3.594762 -2.710309 -0.993854 -0.4 -0.2 0.0 0.076
H -3.224920 -2.109305 0.594095 -0.1 0.0 0.1 0.050
H -4.334860 -0.019772 0.228332 -0.4 0.0 -0.1 0.110
H -3.276212 -0.303488 -1.120317 0.0 0.0 -0.1 0.092
H -6.052276 1.191468 -0.897122 -0.1 -0.1 0.1 0.123
H -4.842750 1.333697 -2.146615 0.2 -0.2 0.1 0.095
H -7.619230 0.157090 -2.511540 0.0 0.1 0.0 0.070
H -6.390721 0.057147 -3.725914 0.1 0.3 -0.2 0.073
H -7.039531 1.668037 -3.225121 0.1 0.0 -0.1 0.069
C 3.526926 0.542050 0.793446 0.1 0.4 0.0 -0.067
C 3.582196 0.649563 2.299380 -0.3 0.1 -0.1 -0.265
O 4.751804 -0.010679 2.762070 -0.2 0.1 0.0 -0.141
C 4.768194 -0.127582 4.157330 0.1 0.0 0.9 -0.306
C 6.134485 -0.615123 4.601350 0.1 0.4 -0.1 -0.078
H 3.551861 -0.500459 0.482470 0.2 0.0 -0.1 0.075
H 2.620817 0.993823 0.394455 -0.1 0.0 0.2 0.045
H 4.358972 1.110536 0.369692 0.1 -0.3 -0.1 0.079
H 3.609842 1.705159 2.602594 0.0 0.0 0.0 0.109
H 2.679926 0.236237 2.761685 0.1 -0.2 0.0 0.099
H 4.511234 0.813098 4.669302 0.2 0.2 -0.3 0.123
H 4.000743 -0.818670 4.535880 0.0 -0.2 -0.4 0.101
H 6.310910 -1.615281 4.208192 0.1 -0.1 0.2 0.073
H 6.222323 -0.576009 5.688287 -0.2 -0.4 0.0 0.071
H 6.926371 0.042422 4.234175 -0.1 0.0 -0.2 0.072
C 3.428826 -5.959621 -2.227374 0.3 0.0 -0.7 -0.080
C 2.183212 -5.116768 -2.409438 0.0 -0.5 0.3 -0.301
O 2.525886 -3.820828 -2.828335 0.2 0.0 0.1 -0.146
C 1.455074 -2.911013 -2.688206 -0.2 0.3 -0.1 -0.275
C 1.906187 -1.562646 -3.194152 0.0 0.3 -0.2 -0.058
H 3.182408 -6.966106 -1.890173 -0.1 0.1 0.3 0.072
H 3.961639 -6.103369 -3.173149 -0.1 0.2 0.0 0.072
H 4.118888 -5.466703 -1.543727 -0.1 -0.1 0.2 0.077
H 1.502958 -5.575161 -3.138435 -0.1 0.0 0.0 0.120
H 1.675804 -5.102138 -1.434339 -0.2 0.2 -0.1 0.111
H 0.572181 -3.268386 -3.236435 0.0 0.0 -0.1 0.123
H 1.159829 -2.820412 -1.635138 0.1 -0.2 0.0 0.103
H 1.129812 -0.801726 -3.111486 -0.1 -0.1 0.2 0.044
H 2.158280 -1.569675 -4.256837 0.1 -0.2 0.0 0.071
H 2.775243 -1.228783 -2.624579 0.0 0.0 0.0 0.088
C 1.997324 2.310202 -3.395183 -0.1 -0.3 0.0 -0.063
C 2.915441 1.853076 -4.510159 -0.6 0.6 -0.4 -0.279
O 2.168691 1.065428 -5.425932 0.3 -0.1 0.2 -0.192
C 2.982888 0.519336 -6.453856 -1.4 0.1 -0.2 -0.277
C 2.048801 -0.210973 -7.412246 0.3 -0.6 0.3 -0.075
H 1.198181 2.967357 -3.740814 0.1 0.0 -0.2 0.074
H 1.512705 1.438818 -2.954773 0.1 0.1 0.2 0.049
H 2.565982 2.856940 -2.642328 0.0 -0.1 0.1 0.074
H 3.255200 2.744879 -5.057305 0.4 -0.1 0.1 0.117
H 3.771679 1.294742 -4.119140 0.0 0.0 0.0 0.119
H 3.461281 1.338523 -7.001194 0.5 -0.1 0.2 0.116
H 3.680582 -0.197416 -6.013370 0.4 0.2 -0.1 0.118
H 2.648211 -0.726900 -8.165879 -0.1 0.2 -0.2 0.074
H 1.296549 0.421607 -7.877848 0.2 0.2 0.0 0.077
H 1.513315 -0.990690 -6.868169 0.0 0.0 0.0 0.059
C -1.094184 4.073622 -0.588522 0.7 -0.2 -0.2 -0.061
C -2.438049 3.803371 -1.270174 0.2 -0.2 0.7 -0.465
C -2.314896 2.738083 -2.347507 0.1 0.2 -0.7 -0.061
O -3.415755 3.400803 -0.314923 -0.3 0.2 -0.2 -0.064
H -0.564403 4.902247 -1.068541 0.0 0.0 -0.1 0.073
H -0.444647 3.194670 -0.658722 0.0 0.0 -0.1 0.059
H -1.139466 4.290596 0.477951 -0.5 0.2 0.0 0.075
H -2.797865 4.742156 -1.694367 -0.2 -0.1 0.0 0.129
H -2.223084 1.754310 -1.887096 0.0 0.0 0.0 0.060
H -1.457376 2.883532 -3.014957 0.2 0.1 0.3 0.071
H -3.172927 2.758801 -3.024023 -0.2 -0.2 0.3 0.074
H -3.086321 2.604608 0.129020 0.1 0.1 0.0 0.038
C -4.164231 0.724699 3.707043 0.3 0.1 -0.2 -0.054
C -4.250440 -0.603139 4.454778 0.4 0.1 -0.9 -0.482
C -5.082754 -1.647850 3.709003 -0.4 1.0 0.4 -0.047
O -2.931258 -1.111133 4.619150 -0.2 0.0 0.6 -0.057
H -3.397897 1.335749 4.189526 -0.2 0.1 0.1 0.082
H -5.097803 1.286181 3.631463 -0.1 -0.1 0.2 0.077
H -3.794953 0.570072 2.688448 -0.1 -0.1 0.0 0.052
H -4.656763 -0.408540 5.448709 0.1 -0.2 0.1 0.130
H -5.141304 -2.539450 4.328134 0.0 -0.2 -0.3 0.076
H -4.640858 -1.818902 2.728231 0.1 -0.3 0.1 0.062
H -6.088271 -1.245922 3.534575 0.0 -0.2 0.1 0.076
H -2.499939 -1.142383 3.754682 0.0 0.1 0.0 0.036
C -0.554093 4.006974 3.857392 -0.2 0.6 0.3 -0.080
C 0.706651 3.462767 4.498483 0.4 0.1 -0.3 -0.328
O 0.695012 2.059992 4.656683 0.0 0.0 0.2 -0.091
H -0.764272 3.555848 2.888225 0.1 -0.1 0.0 0.051
H -0.449095 5.090628 3.733316 0.1 -0.1 -0.2 0.074
H -1.437082 3.880393 4.489032 0.1 -0.3 0.0 0.072
H 0.895702 3.918140 5.474090 -0.3 -0.2 0.1 0.108
H 1.577404 3.777289 3.902062 -0.1 -0.1 -0.1 0.087
H 0.487463 1.675705 3.789887 0.0 -0.1 0.1 0.021
C 2.107851 4.102444 0.813336 -0.1 0.2 -0.5 -0.080
C 3.239981 4.768570 1.544222 0.3 0.0 0.3 -0.320
O 2.750693 5.785235 2.428403 0.0 -0.1 -0.3 -0.084
H 2.509744 3.437734 0.044589 0.1 -0.2 0.2 0.066
H 1.515350 4.823218 0.245293 -0.1 0.1 0.3 0.069
H 1.457643 3.543024 1.484610 0.0 0.0 -0.1 0.063
H 3.956162 5.202230 0.835249 -0.1 0.0 0.0 0.108
H 3.783927 4.024298 2.139364 0.0 0.0 -0.1 0.097
H 3.529201 6.179535 2.831096 -0.1 0.1 0.1 0.075
C 1.730912 -2.875799 4.044421 0.5 0.4 0.4 -0.078
C 1.062720 -1.650945 4.634952 -0.1 0.4 0.5 -0.304
O 0.796945 -1.813012 6.033631 -0.2 -0.3 0.0 -0.075
H 1.965484 -2.713984 2.990390 -0.3 -0.2 -0.1 0.069
H 1.112546 -3.751674 4.229356 -0.1 0.0 -0.3 0.073
H 2.693055 -3.043786 4.544558 0.0 0.0 0.0 0.063
H 0.102387 -1.456542 4.161226 0.0 -0.1 0.0 0.096
H 1.651260 -0.733219 4.540919 0.1 -0.1 -0.4 0.086
H 1.609635 -1.673948 6.525541 0.1 0.0 -0.1 0.069
C -1.720698 -0.628324 -4.002558 0.0 -0.3 0.2 -0.075
C -1.038678 -0.091038 -5.239087 0.1 0.6 0.1 -0.311
O -1.968417 -0.004593 -6.322263 -0.1 -0.2 0.0 -0.078
H -1.945626 -1.697419 -4.004637 0.0 0.0 -0.4 0.080
H -2.661341 -0.097614 -3.851554 0.0 0.1 0.1 0.075
H -1.082760 -0.472761 -3.132376 0.0 0.2 0.0 0.043
H -0.148739 -0.636236 -5.556987 -0.1 -0.3 0.2 0.080
H -0.669190 0.909990 -4.986297 0.0 0.0 -0.1 0.104
H -1.781145 0.788332 -6.828505 0.1 0.0 0.0 0.073
C -0.713182 -5.589974 1.505269 0.4 -0.4 -0.2 -0.091
C -0.770271 -4.108326 1.213625 -0.5 -0.3 0.2 -0.343
O -1.424891 -3.457089 2.286605 0.3 0.1 -0.3 -0.087
H -1.697356 -6.048933 1.596320 -0.1 0.2 -0.1 0.073
H -0.163106 -5.823309 2.419107 0.0 0.3 0.1 0.070
H -0.171670 -6.081954 0.688550 -0.1 -0.1 0.0 0.063
H -1.347656 -3.955697 0.291339 0.2 0.0 -0.1 0.103
H 0.250780 -3.743182 1.045394 0.0 0.2 0.1 0.098
H -1.428429 -2.503056 2.085780 0.0 -0.2 0.3 0.014
```
Forces are in eV/Å.

***

# 2
Below is a structure of composition C12H15Cl3F4GeN2W, with properties calculated with ωB97M-V/def2-TZVPD.

Its HOMO energy (alpha / beta) is -19.5 / -19.4 eV. As for the total charge: +3. As for the spin multiplicity: 2.

```
38
Properties=species:S:1:pos:R:3:forces:R:3:mulliken_spin:R:1
W -0.075542 -0.641772 -0.937721 -0.8 0.0 -0.2 0.640
C 2.366307 1.905079 -0.107528 0.0 -0.1 -0.1 0.016
C 2.868713 0.545456 -0.587530 0.0 0.1 0.0 0.009
N 1.994716 -0.615625 -0.164503 0.1 0.2 -0.1 -0.004
C 2.525010 -1.866055 -0.813827 -0.1 -0.1 -0.2 -0.007
C 1.628254 -2.212739 -1.998276 -0.2 0.0 0.1 0.047
C 2.029390 -0.724209 1.330400 -0.1 -0.1 0.2 -0.002
C 0.873501 -1.598889 1.788844 0.2 0.1 0.0 0.007
N -0.235528 -1.208435 0.898995 0.0 0.1 0.1 0.157
C -1.562390 -1.136846 1.320056 -0.2 0.0 0.1 0.071
C -2.340792 -0.103004 0.736582 0.5 -0.4 0.1 0.026
F -1.603036 0.694556 -0.170013 0.0 0.0 0.1 -0.010
C -3.633032 0.171270 1.071371 -0.2 -0.4 0.5 -0.019
F -4.275468 1.157829 0.516208 -0.2 0.2 -0.1 -0.002
C -4.222500 -0.641500 2.058623 0.3 0.1 -0.2 0.117
C -3.497422 -1.668131 2.666172 0.0 0.2 -0.2 -0.020
F -4.059133 -2.404177 3.579673 0.0 -0.1 0.1 -0.003
C -2.177294 -1.934696 2.312642 0.0 0.5 -0.6 0.043
F -1.507544 -2.910665 2.860304 0.2 -0.2 0.1 0.009
H 2.662642 2.687361 -0.809150 0.0 0.0 0.0 0.000
H 2.785578 2.187953 0.856619 0.0 0.0 0.0 0.001
H 1.273795 1.941970 -0.003450 0.0 0.0 0.0 -0.009
H 3.867133 0.343093 -0.192333 0.0 0.0 0.0 -0.001
H 2.950637 0.488534 -1.675371 0.0 0.0 0.0 -0.003
H 2.553161 -2.678200 -0.089784 -0.1 0.0 0.0 -0.003
H 3.545337 -1.686321 -1.152996 0.0 -0.1 0.0 0.000
H 0.530673 -2.403726 -1.704504 0.2 0.0 0.0 -0.007
H 1.781596 -3.237968 -2.351911 0.1 0.0 0.0 0.004
H 1.708919 -1.561386 -2.871900 0.0 0.0 0.0 -0.002
H 1.906894 0.278739 1.735416 0.0 0.0 0.0 0.003
H 3.001466 -1.108700 1.643886 0.0 0.0 0.0 0.001
H 0.614651 -1.421180 2.831120 0.1 0.0 0.0 0.003
H 1.055723 -2.669504 1.663624 0.0 0.0 0.0 0.003
H -5.247986 -0.459593 2.368678 0.0 0.0 0.0 0.002
Cl -0.730971 3.115318 -2.474319 0.0 0.0 0.0 -0.004
Ge 0.378749 1.380254 -2.669860 0.2 0.0 0.2 -0.026
Cl 1.480787 1.248121 -4.416866 0.0 0.0 0.0 -0.004
Cl -1.549857 -0.917842 -2.593154 0.0 -0.2 0.0 -0.034
```
Forces are in eV/Å.

***

# 3
Below is an isolated molecule of C27H26N2O3S, with properties calculated with ωB97M-V/def2-TZVPD.

The SMILES is CCN1C(=O)C([C@@H](c2ccccc2)c2ccc(Oc3ccccc3)cc2)C(=O)N(CC)C1=S. Its HOMO energy is -8.9 eV. As for the total charge: 0.

```
59
Properties=species:S:1:pos:R:3:forces:R:3:lowdin_charge:R:1
C -3.549525 -1.392228 -4.870112 -0.6 0.4 0.4 -0.107
C -2.274382 -1.743962 -5.600810 -0.1 -0.2 -0.2 -0.240
N -1.319168 -2.522429 -4.810329 -1.1 -0.8 0.1 -0.026
C -0.484755 -1.869115 -3.906822 -0.4 3.3 1.2 -0.289
O -0.759200 -0.695564 -3.554872 1.0 -3.3 -0.8 0.088
C 0.904034 -2.516532 -3.762720 -4.9 -1.0 -3.4 -0.120
C 1.790376 -2.352473 -2.690517 3.2 1.6 0.5 -0.247
C 2.797258 -1.251416 -3.144420 1.1 -1.6 0.5 -0.134
C 3.311145 -1.098217 -4.461574 0.7 0.4 0.4 -0.021
C 4.535368 -0.402061 -4.634848 -0.1 0.5 0.4 -0.076
C 5.214746 0.149424 -3.528666 -0.7 -0.6 0.6 -0.073
C 4.745900 -0.169631 -2.222498 0.4 0.5 -1.6 -0.061
C 3.595812 -0.909518 -2.080219 0.4 0.6 1.0 -0.065
C 1.166043 -2.295897 -1.359471 -0.5 0.7 0.8 -0.197
C 0.897989 -3.548157 -0.856380 0.9 0.0 2.0 -0.008
C 0.659467 -3.704920 0.511854 -0.8 -0.4 -0.5 0.028
C 0.474014 -2.596172 1.311483 -0.1 -0.1 0.5 -0.261
O -0.047224 -2.764550 2.608229 0.8 0.2 0.0 -0.007
C 0.846082 -3.088293 3.641604 -0.1 -0.1 -0.3 -0.242
C 1.976826 -2.299129 3.894673 -0.5 -0.6 0.1 -0.011
C 2.837432 -2.693713 4.918126 -0.3 -0.3 0.0 -0.082
C 2.566923 -3.859537 5.651041 0.1 0.0 0.1 -0.097
C 1.419062 -4.621696 5.394573 0.1 0.3 0.1 -0.086
C 0.524922 -4.217132 4.410696 0.5 0.6 -0.5 -0.012
C 0.697346 -1.332260 0.797615 -0.6 0.9 -0.6 0.010
C 0.935245 -1.151191 -0.576593 1.0 -0.8 0.6 0.003
C 0.725833 -4.050468 -4.007845 1.2 -1.4 -0.6 -0.249
O 1.679355 -4.818085 -3.845248 -1.8 1.3 -0.3 0.077
N -0.573976 -4.603246 -4.229947 1.1 -1.0 0.8 0.000
C -0.792416 -6.063436 -3.915942 0.1 -0.1 -0.1 -0.212
C -1.594919 -6.227866 -2.634201 -0.3 0.0 0.6 -0.095
C -1.633857 -3.887428 -4.696779 0.3 0.4 -0.3 -0.664
S -3.080125 -4.602498 -5.151814 1.0 0.5 0.1 0.784
H -4.228359 -0.924161 -5.607904 0.2 -0.1 0.5 0.085
H -4.038547 -2.304201 -4.479431 0.3 0.6 -0.3 0.028
H -3.363109 -0.700804 -4.026376 -0.1 -0.3 -0.5 0.079
H -2.517659 -2.468428 -6.396914 0.0 0.8 -0.1 0.084
H -1.749118 -0.856219 -5.983869 -0.2 -0.4 0.1 0.132
H 1.317095 -1.733361 -4.433725 -0.3 -1.9 -1.5 0.143
H 2.455787 -3.247651 -2.750457 -0.5 0.6 0.4 0.169
H 2.885054 -1.578193 -5.359006 0.0 0.4 0.6 0.121
H 4.986582 -0.243695 -5.633190 -0.6 -0.2 0.6 0.107
H 6.108163 0.779629 -3.645898 -0.4 -0.5 -0.1 0.103
H 5.268844 0.160450 -1.351045 0.4 0.1 0.3 0.095
H 3.282638 -1.294011 -1.094807 0.4 0.6 -0.5 0.125
H 1.160217 -4.395020 -1.455401 -0.1 -0.5 -0.1 0.108
H 0.561600 -4.689073 0.948301 -0.1 -0.1 0.0 0.124
H 2.138480 -1.398811 3.304886 0.1 -0.2 0.1 0.112
H 3.711447 -2.079629 5.133549 -0.2 -0.3 0.0 0.104
H 3.251857 -4.167321 6.449981 -0.3 0.1 -0.4 0.102
H 1.200575 -5.526607 5.963988 0.2 0.3 -0.1 0.105
H -0.400015 -4.739923 4.188501 0.2 0.0 0.0 0.118
H 0.644828 -0.470292 1.465558 -0.2 -0.2 -0.2 0.124
H 1.172796 -0.167067 -0.978680 -0.2 -0.2 0.1 0.127
H -1.368533 -6.490681 -4.745710 0.4 0.2 0.1 0.080
H 0.172831 -6.579591 -3.826301 -0.2 0.6 -0.2 0.117
H -1.613698 -7.283560 -2.281700 0.1 0.6 -0.4 0.088
H -1.139431 -5.623430 -1.831608 -0.2 -0.2 -0.2 0.068
H -2.640974 -5.905098 -2.783127 0.6 -0.1 0.2 0.044
```
Forces are in eV/Å.

***

# 4
Below is a cluster of 2 separate species, C5H10O in total, with properties calculated with ωB97M-V/def2-TZVPD.

The SMILES is C=C1CCC1.O. Its HOMO energy is -9.6 eV. As for the total charge: 0.

```
16
Properties=species:S:1:pos:R:3:forces:R:3:lowdin_charge:R:1
C 1.180155 -0.928156 1.055934 0.0 0.1 -0.1 0.032
C 0.500887 -0.005046 0.382770 0.2 -0.2 0.2 -0.351
C -0.415806 1.135838 0.785765 0.0 0.0 0.2 -0.129
C -0.103067 1.785754 -0.587404 0.0 0.2 -0.1 -0.162
C 0.459819 0.423714 -1.071676 0.1 -0.1 -0.1 -0.134
H 1.101958 -1.017087 2.137388 0.0 0.0 -0.2 0.067
H 1.857362 -1.613627 0.549238 -0.1 0.1 0.1 0.067
H -0.158449 1.691227 1.693580 0.0 -0.1 -0.2 0.109
H -1.461024 0.810473 0.848930 0.2 0.0 0.0 0.116
H -0.947373 2.200327 -1.144410 0.1 -0.1 0.1 0.100
H 0.681875 2.544177 -0.506223 -0.1 -0.1 0.0 0.104
H 1.401916 0.423940 -1.629735 -0.2 0.0 0.1 0.109
H -0.291005 -0.158428 -1.619684 0.1 0.1 0.1 0.109
O -1.522125 -2.311742 -0.260666 0.1 -0.1 0.0 -0.069
H -1.034024 -2.974472 -0.764202 -0.1 0.1 0.1 0.039
H -0.849099 -1.918996 0.314878 -0.1 0.0 -0.1 -0.008
```
Forces are in eV/Å.

***

| no. | total energy (eV) |
| --- | --- |
| 1 | -83269.8175 |
| 2 | -122415.3973 |
| 3 | -48376.8717 |
| 4 | -7393.2925 |